The following is a DFT calculation (the ωB97M-V functional and the def2-TZVPD basis) of a 2-piece molecular cluster, C5H10N3S overall.

The geometry in XYZ format:
```
19
Properties=species:S:1:pos:R:3:forces:R:3
C 2.40561 -1.86278 -1.74900 2.37 -0.40 -1.25
C 2.88423 -2.57433 -0.65842 -3.45 0.08 3.74
C 0.93233 -0.48203 -0.68978 -0.24 -0.42 2.13
C -0.86480 0.96253 -1.30154 -2.26 -0.04 2.86
C -0.10177 0.29811 -0.14864 0.98 -0.95 -0.16
N 1.59491 -0.87376 -1.61803 -1.10 0.36 -0.02
N -0.39530 0.33940 1.13756 0.35 0.74 -1.58
N -2.39951 1.83103 2.14649 -0.49 1.59 2.54
S 1.97108 -2.44837 0.84579 1.39 0.97 -2.76
H 2.84311 -2.00783 -2.70358 0.27 -0.18 -0.78
H 3.58766 -3.37244 -0.70040 0.56 -0.27 -0.40
H -1.51944 0.13727 -1.70075 1.17 0.80 -0.50
H -1.67479 1.53194 -0.71608 1.32 0.11 -1.38
H -0.18974 1.55233 -1.95349 -0.86 -0.54 0.23
H -1.11422 1.05449 1.48000 0.20 -0.70 0.52
H 0.21301 -0.10624 1.82871 -0.21 -0.02 -0.51
H -2.53891 2.27000 1.25103 -0.64 0.54 -0.04
H -3.15269 1.14475 2.30286 0.39 0.60 -0.11
H -2.48076 2.60592 2.94724 0.25 -2.27 -2.51
```
Positions in Å, forces in eV/Å.

Values from the calculation:
Charge: +1
HOMO-LUMO gap (spin up / spin down): 6.751 / 6.765 eV
HOMO level (spin up / spin down): -12.324 / -12.331 eV
Largest force on an atom: 0.099 Eh/bohr
2S+1: 1
ΔE to the lowest compared entry with this formula, charge and spin: 61.6 kcal/mol

In the natural (NBO) picture, each atom carries the following charge in e: number 1, C, carries -0.10; number 2, C, carries -0.23; number 3, C, carries 0.35; number 4, C, carries -0.65; number 5, C, carries 0.28; number 6, N, carries -0.25; number 7, N, carries -0.66; number 8, N, carries -1.09; number 9, S, carries 0.00; number 10, H, carries 0.23; number 11, H, carries 0.25; number 12, H, carries 0.28; number 13, H, carries 0.23; number 14, H, carries 0.28; number 15, H, carries 0.45; number 16, H, carries 0.44; number 17, H, carries 0.37; number 18, H, carries 0.40; number 19, H, carries 0.42

The following is a DFT calculation (the ωB97M-V functional and the def2-TZVPD basis) of C50H46Br2N6OS3Tl as an isolated structure.

The geometry in XYZ format:
```
109
Properties=species:S:1:pos:R:3:forces:R:3
Tl -1.35892 -0.25843 1.61749 -0.11 0.21 0.61
Br -1.26770 -0.71631 8.42339 -0.13 -0.33 0.38
C -1.34009 -0.65207 6.56420 -0.33 -0.87 1.18
C -0.61214 0.35421 5.99216 -0.46 -0.52 -2.04
C -0.70016 0.44630 4.60659 -0.74 -0.92 0.96
N -1.53997 -0.34593 3.92760 0.23 -0.61 -0.65
C -2.15287 -1.41250 4.47692 0.02 0.11 1.08
C -2.03488 -1.62752 5.85519 -0.42 -0.10 -0.70
C -2.89068 -2.33020 3.54749 1.85 1.05 -1.03
C -3.87133 -3.20031 3.88492 -1.73 -0.78 0.83
C -4.55385 -3.94272 2.88979 0.20 -0.54 2.07
Br -6.00114 -5.07552 3.41101 0.83 0.70 -0.43
C -4.01309 -3.92974 1.64783 -0.99 -0.27 -1.34
C -3.02625 -3.02330 1.35841 0.97 -0.15 0.92
N -2.42013 -2.24992 2.26021 -1.43 -0.12 0.30
H 0.01725 0.90058 6.62674 0.79 1.10 0.34
H -0.10189 1.04145 3.97237 0.59 0.99 -0.17
H -2.44600 -2.51926 6.35780 0.17 0.70 -0.34
H -4.21175 -3.34466 4.91572 0.21 0.40 -0.34
H -4.41559 -4.55349 0.86018 0.05 0.04 -0.03
H -2.59818 -3.02726 0.40156 0.38 0.26 -1.39
N -1.83568 -0.01232 -0.36942 -0.44 -0.28 -0.31
S -1.24839 0.07358 -1.71571 0.75 0.51 -0.38
N 0.27544 -0.44644 -2.00310 0.56 0.18 0.49
S 1.64933 0.24586 -1.75101 -0.17 1.09 0.85
N 2.02676 0.78999 -0.30174 -0.19 0.34 -2.20
S 1.99840 0.02403 1.08091 -3.09 -1.54 0.42
N 0.70141 -0.01439 1.83868 1.61 0.51 -0.02
C 3.24474 0.79411 1.94569 1.46 -0.39 -0.27
C 3.49857 0.35251 3.22760 -1.14 0.00 1.78
C 4.59130 0.82871 3.93399 -0.61 -0.86 -0.75
C 5.50825 1.62102 3.25074 -0.38 0.38 1.75
C 5.25901 2.11939 2.03017 -0.72 -0.93 -2.99
C 4.18899 1.52884 1.29015 1.31 2.00 0.57
C 2.54144 -1.64434 0.76055 0.24 1.80 0.43
C 3.88937 -1.91640 0.65341 -0.12 -1.07 -0.64
C 4.16237 -3.23777 0.30935 0.91 -0.60 -0.09
C 3.15208 -4.20918 0.18506 0.97 0.50 0.18
C 1.83299 -3.86883 0.42012 -0.42 -1.37 -0.10
C 1.53012 -2.55503 0.66276 0.29 -0.80 0.20
C 1.85115 1.72581 -2.77927 0.41 -0.23 0.38
C 1.88261 2.99959 -2.17475 -0.31 -0.99 -0.63
C 2.04763 4.11114 -2.98083 0.37 -0.87 -0.39
C 2.32207 3.90116 -4.34158 -0.40 -0.10 0.61
C 2.32775 2.63391 -4.93552 -0.83 0.55 1.93
C 2.03542 1.51142 -4.14882 0.66 1.03 -0.08
C 2.85865 -0.91429 -2.32811 0.77 0.28 -0.40
C 2.51453 -2.18749 -2.71331 0.23 -0.21 -0.40
C 3.46103 -3.06255 -3.28546 -1.39 1.05 0.82
C 4.75349 -2.64938 -3.34673 1.28 0.18 -0.06
C 5.13381 -1.36550 -2.90901 -0.86 -0.44 0.86
C 4.19122 -0.46571 -2.42521 -0.45 -0.45 -0.58
C -2.02029 -0.86603 -2.96338 -0.17 -0.52 -0.22
C -1.27954 -1.43437 -4.02062 -0.20 0.44 1.08
C -1.95888 -1.91689 -5.10275 -0.62 -0.29 -0.86
C -3.34697 -1.95299 -5.10028 0.60 0.73 0.63
C -4.02504 -1.42400 -4.00986 -2.72 0.32 -0.89
C -3.42682 -0.81348 -2.96106 1.63 0.57 1.72
C -1.45458 1.72148 -2.38023 0.34 -0.16 -1.27
C -1.23761 1.97650 -3.76685 -0.07 -1.21 1.04
C -1.46463 3.23471 -4.25904 -0.12 -0.13 1.09
C -1.88141 4.22482 -3.36739 -0.55 1.63 -0.77
C -2.08248 3.97962 -2.02720 0.01 -0.70 0.13
C -1.91888 2.68801 -1.53023 0.53 0.00 0.54
H 2.73143 -0.29194 3.68044 0.52 0.26 0.08
H 4.71556 0.55253 4.96772 0.26 -0.12 0.04
H 6.37476 1.94569 3.74256 1.09 0.38 0.82
H 5.95147 2.79386 1.51244 -0.28 -0.36 0.31
H 4.15697 1.70675 0.24462 -0.39 0.33 -0.68
H 4.66698 -1.16852 0.78279 -0.17 -0.16 0.00
H 5.20834 -3.57419 0.16929 -0.73 0.35 0.12
H 3.48929 -5.21315 -0.03488 -0.32 -0.11 0.02
H 1.03508 -4.63725 0.48875 0.69 0.56 -0.31
H 0.53647 -2.31518 0.91101 -0.96 0.51 0.10
H 1.76185 3.08381 -1.11592 -0.10 0.04 0.44
H 2.02486 5.08754 -2.51661 0.08 0.09 -0.27
H 2.50806 4.77041 -4.92679 0.16 0.43 -0.58
H 2.46062 2.57900 -5.97778 0.34 -0.35 -1.05
H 2.09961 0.55290 -4.63420 -0.26 -0.42 0.25
H 1.49991 -2.45693 -2.58572 -0.87 -0.54 -0.02
H 3.14110 -4.02738 -3.61319 -0.04 -0.45 -0.15
H 5.49861 -3.35360 -3.72112 -0.03 0.38 0.10
H 6.16116 -1.15235 -2.73707 0.76 0.39 -0.61
H 4.43885 0.56886 -2.24579 0.22 0.05 0.39
H -0.20187 -1.49950 -4.03371 -0.03 0.33 0.24
H -1.40180 -2.17247 -5.99346 -0.03 -0.39 0.04
H -3.88869 -2.25053 -5.96281 -0.37 -0.42 -0.53
H -5.12275 -1.28828 -4.03798 0.63 -0.59 -0.23
H -3.96431 -0.28542 -2.11787 0.55 -0.76 -1.23
H -0.96830 1.12632 -4.39617 0.04 0.45 -0.02
H -1.34762 3.44442 -5.29054 0.08 0.18 -0.80
H -2.13601 5.23750 -3.77898 0.47 -1.04 0.52
H -2.37962 4.73654 -1.33810 -0.29 0.59 0.12
H -2.07876 2.40237 -0.48868 -0.13 0.36 -0.22
C -1.54206 3.41577 2.72656 0.17 -0.96 -1.24
C -2.87639 2.82078 2.99894 0.64 -0.01 -0.58
O -2.98890 1.65054 2.15040 -2.60 -0.98 0.89
C -4.34567 1.02897 2.55532 1.09 -0.27 -1.30
C -4.98740 0.32913 1.38384 0.07 -0.05 -0.63
H -1.23945 4.09809 3.47146 0.38 0.81 0.85
H -1.58796 3.91473 1.76260 0.40 0.08 -0.13
H -0.84361 2.56346 2.67941 0.22 0.57 -0.06
H -3.65705 3.53264 2.70304 -0.12 -0.33 0.51
H -2.89355 2.50251 4.03055 -0.63 0.00 0.44
H -4.99068 1.84340 2.84575 0.04 0.19 0.44
H -4.20182 0.29002 3.35414 0.26 0.57 0.17
H -5.21636 1.01977 0.57367 0.14 0.14 -0.02
H -5.94942 -0.11058 1.66351 0.19 -0.02 0.24
H -4.36025 -0.46328 0.96031 -0.05 0.02 0.11
```
Positions in Å, forces in eV/Å.

Values from the calculation:
Charge: +3
HOMO-LUMO gap: 8.334 eV
HOMO level: -15.895 eV
Largest force on an atom: 0.068 Eh/bohr
2S+1: 1

Results of the Mulliken charge analysis, in e, for atoms 1 through 99: number 1, Tl, carries 1.40; number 2, Br, carries -0.07; number 3, C, carries -0.07; number 4, C, carries -1.25; number 5, C, carries -0.46; number 6, N, carries 0.00; number 7, C, carries 0.62; number 8, C, carries -0.72; number 9, C, carries 0.46; number 10, C, carries -0.55; number 11, C, carries -0.54; number 12, Br, carries -0.05; number 13, C, carries -0.50; number 14, C, carries -0.45; number 15, N, carries 0.10; number 16, H, carries 0.58; number 17, H, carries 0.61; number 18, H, carries 0.52; number 19, H, carries 0.47; number 20, H, carries 0.48; number 21, H, carries 0.66; number 22, N, carries -0.40; number 23, S, carries 1.09; number 24, N, carries 0.62; number 25, S, carries 1.28; number 26, N, carries 0.09; number 27, S, carries 1.76; number 28, N, carries -0.38; number 29, C, carries -0.02; number 30, C, carries -0.78; number 31, C, carries -0.64; number 32, C, carries -0.56; number 33, C, carries -0.85; number 34, C, carries -0.01; number 35, C, carries 0.86; number 36, C, carries -0.45; number 37, C, carries -0.77; number 38, C, carries -0.96; number 39, C, carries -0.70; number 40, C, carries -0.25; number 41, C, carries 0.72; number 42, C, carries -0.48; number 43, C, carries -0.77; number 44, C, carries -0.65; number 45, C, carries -0.97; number 46, C, carries -0.85; number 47, C, carries 0.72; number 48, C, carries -0.24; number 49, C, carries -1.19; number 50, C, carries -0.61; number 51, C, carries -0.73; number 52, C, carries -1.30; number 53, C, carries 1.09; number 54, C, carries -0.46; number 55, C, carries -0.70; number 56, C, carries -0.80; number 57, C, carries -0.50; number 58, C, carries -0.83; number 59, C, carries 0.53; number 60, C, carries -0.55; number 61, C, carries -0.86; number 62, C, carries -0.68; number 63, C, carries -0.76; number 64, C, carries -0.42; number 65, H, carries 0.45; number 66, H, carries 0.46; number 67, H, carries 0.49; number 68, H, carries 0.44; number 69, H, carries 0.29; number 70, H, carries 0.52; number 71, H, carries 0.45; number 72, H, carries 0.47; number 73, H, carries 0.48; number 74, H, carries 0.18; number 75, H, carries 0.52; number 76, H, carries 0.54; number 77, H, carries 0.49; number 78, H, carries 0.53; number 79, H, carries 0.49; number 80, H, carries 0.86; number 81, H, carries 0.57; number 82, H, carries 0.42; number 83, H, carries 0.49; number 84, H, carries 0.39; number 85, H, carries 0.31; number 86, H, carries 0.46; number 87, H, carries 0.46; number 88, H, carries 0.39; number 89, H, carries 0.34; number 90, H, carries 0.40; number 91, H, carries 0.60; number 92, H, carries 0.36; number 93, H, carries 0.58; number 94, H, carries 0.44; number 95, C, carries -0.91; number 96, C, carries -0.48; number 97, O, carries -0.23; number 98, C, carries -0.23; number 99, C, carries -0.97

The following is a DFT calculation (the ωB97M-V functional and the def2-TZVPD basis) of a 2-piece molecular cluster, C9H19F2N overall.

The geometry in XYZ format:
```
31
Properties=species:S:1:pos:R:3:forces:R:3
C 2.30838 1.19111 1.19910 -0.33 0.70 1.89
C 3.61402 -0.08578 -0.58402 -0.79 0.89 1.66
C 1.29324 1.07546 -0.92217 -1.50 -0.63 -0.50
C -2.61358 -1.43911 1.20208 0.55 2.46 -2.57
C -3.92901 -1.37621 -1.03712 2.16 -0.21 -0.29
C -1.44743 1.17755 0.21543 -0.03 2.03 0.12
C 2.17301 0.25668 -0.02244 1.08 -0.59 2.13
C -2.80479 -0.77537 -0.19444 -1.33 -1.65 0.93
C 1.46105 -1.00192 0.56238 -0.96 1.71 0.31
N -2.29978 0.41624 -0.46634 -0.53 -1.22 1.49
F 1.27081 -1.88421 -0.40945 -0.40 -1.26 -1.18
F 2.28654 -1.62739 1.46997 -0.58 0.35 0.08
H 2.69054 2.19223 0.83288 0.00 -1.19 0.74
H 2.87849 0.79198 2.12365 -0.59 0.61 -1.74
H 1.25574 1.41911 1.58892 1.26 -0.26 -0.45
H 3.64610 0.12745 -1.59810 -0.25 0.26 -2.21
H 4.20466 0.76244 -0.16128 0.43 -1.36 0.00
H 3.98890 -1.12604 -0.50212 -0.15 0.84 0.73
H 0.22607 0.82155 -0.61104 1.33 0.11 -1.05
H 1.48220 0.86059 -2.00277 -0.33 0.59 0.81
H 1.32300 2.13372 -0.58050 0.35 -0.47 -1.13
H -3.50015 -1.59218 1.71371 -2.43 -1.09 0.24
H -2.01564 -2.30361 1.17307 0.90 -0.98 0.21
H -2.28692 -0.67365 1.84702 1.63 0.81 0.89
H -4.29330 -0.58945 -1.67016 -0.71 0.09 -0.55
H -4.67286 -1.82271 -0.40999 -0.74 0.25 0.47
H -3.58984 -2.24397 -1.65279 -0.02 0.71 0.11
H 0.38069 -0.75886 1.01420 2.48 -0.49 -0.52
H -1.32595 2.15327 -0.27883 0.14 -0.50 0.76
H -1.08682 1.01280 1.23510 -0.41 -0.24 -0.68
H -2.63965 0.90254 -1.27265 -0.23 -0.26 -0.68
```
Positions in Å, forces in eV/Å.

Values from the calculation:
Charge: 0
HOMO-LUMO gap: 7.154 eV
HOMO level: -6.415 eV
Largest force on an atom: 0.070 Eh/bohr
2S+1: 1

In the natural (NBO) picture, each atom carries the following charge in e: number 1, C, carries -0.61; number 2, C, carries -0.61; number 3, C, carries -0.64; number 4, C, carries -0.66; number 5, C, carries -0.63; number 6, C, carries -0.48; number 7, C, carries -0.13; number 8, C, carries 0.10; number 9, C, carries 0.58; number 10, N, carries -0.39; number 11, F, carries -0.35; number 12, F, carries -0.36; number 13, H, carries 0.21; number 14, H, carries 0.23; number 15, H, carries 0.20; number 16, H, carries 0.20; number 17, H, carries 0.21; number 18, H, carries 0.23; number 19, H, carries 0.25; number 20, H, carries 0.22; number 21, H, carries 0.21; number 22, H, carries 0.22; number 23, H, carries 0.22; number 24, H, carries 0.21; number 25, H, carries 0.20; number 26, H, carries 0.22; number 27, H, carries 0.21; number 28, H, carries 0.13; number 29, H, carries 0.19; number 30, H, carries 0.20; number 31, H, carries 0.41

The following is a DFT calculation (the ωB97M-V functional and the def2-TZVPD basis) of CN2O3S as an isolated structure.

The geometry in XYZ format:
```
7
Properties=species:S:1:pos:R:3:forces:R:3
C 0.12570 -1.34945 0.53464 -0.65 1.50 -0.62
N -0.15289 0.87333 -0.68087 0.10 -1.73 0.89
N 0.52778 -0.26529 0.98865 -1.36 -3.00 -1.13
O 0.19821 2.00028 -0.58969 -0.48 0.02 -0.79
O -0.78019 0.19581 -1.46260 0.34 2.35 -0.39
O 0.96484 0.42671 1.83719 0.85 1.21 0.69
S -0.88346 -1.88139 -0.62732 1.21 -0.35 1.35
```
Positions in Å, forces in eV/Å.

Values from the calculation:
Charge: 0
HOMO-LUMO gap (spin up / spin down): 6.832 / 6.658 eV
HOMO level (spin up / spin down): -9.172 / -9.060 eV
Largest force on an atom: 0.068 Eh/bohr
2S+1: 1
ΔE to the lowest compared entry with this formula, charge and spin: 92.1 kcal/mol

In the natural (NBO) picture, each atom carries the following charge in e: number 1, C, carries -0.09; number 2, N, carries 0.49; number 3, N, carries 0.13; number 4, O, carries -0.26; number 5, O, carries -0.30; number 6, O, carries -0.31; number 7, S, carries 0.34